Entry from OMol25: a structure of composition C35H83N6O4PS in a non-equilibrium geometry (ωB97M-V/def2-TZVPD).

## Properties
Total charge ... 0
DFT total energy ... -74889.2727 eV

Last column: Mulliken charge in e.
Element x y z (Å)
C -0.84442 -8.92795 0.06320  0.167
C -1.39278 -8.86806 -0.99099  -0.912
C -2.17982 -8.78385 -2.24154  -0.626
C -3.71321 -8.66587 -1.84095  0.750
P -4.42177 -10.39960 -1.84561  0.156
N -3.55913 -11.41974 -1.01226  -0.688
C -4.64517 -7.82286 -2.75314  -0.691
O -4.92807 -6.57038 -2.07490  -0.264
S -3.78421 -6.39423 -0.96056  1.206
O -4.12427 -5.76790 0.26496  -0.568
O -2.60977 -5.79823 -1.49631  -0.547
O -3.70822 -7.97797 -0.57834  -0.370
H -0.68591 -8.93454 1.12038  0.424
H -2.08234 -9.70264 -2.84006  0.621
H -1.88113 -7.92165 -2.84982  0.083
H -4.49214 -10.84718 -3.19416  0.130
H -5.72166 -10.30531 -1.28110  0.110
H -3.25615 -12.16478 -1.63377  0.246
H -5.66493 -8.24617 -2.83077  0.414
H -4.37019 -7.71371 -3.81124  0.309
C -6.65845 0.79456 -0.88702  -1.537
C -5.69986 -0.32047 -0.49354  0.170
N -6.03089 -1.60980 -1.07111  0.150
C -5.27572 -2.71047 -0.48745  -0.805
C -3.75792 -2.72485 -0.69611  -0.517
C -6.16184 -1.64213 -2.51739  -0.674
C -4.95326 -1.20988 -3.35749  -0.920
H -7.68736 0.53725 -0.62971  0.356
H -6.39652 1.70992 -0.35352  0.455
H -6.61169 1.01845 -1.95413  0.293
H -5.73905 -0.40613 0.59606  0.461
H -4.67542 -0.00906 -0.74455  -0.220
H -5.69045 -3.65684 -0.84595  0.300
H -5.46935 -2.71279 0.59007  0.307
H -3.49216 -3.03006 -1.70777  0.115
H -3.30252 -3.44726 -0.02009  0.535
H -3.30129 -1.75460 -0.49066  0.005
H -7.01081 -1.01136 -2.79657  0.373
H -6.46414 -2.64768 -2.82351  0.326
H -4.47640 -0.30799 -2.97009  0.216
H -5.27710 -0.99225 -4.37842  0.386
H -4.20299 -1.99629 -3.42579  0.271
C 0.35886 -1.56321 1.39215  -1.362
C 0.84801 -0.13029 1.23404  -0.214
N 0.83003 0.34327 -0.13804  0.134
C 1.53614 1.60144 -0.31967  -0.923
C 0.97935 2.84591 0.37986  -0.745
C -0.44492 0.23573 -0.82728  -0.973
C -1.65361 0.95595 -0.21798  0.002
H 0.93336 -2.24609 0.76420  0.329
H 0.47690 -1.87967 2.42986  0.445
H -0.69836 -1.66635 1.14172  0.186
H 1.87914 -0.09593 1.59748  0.476
H 0.26061 0.51759 1.90332  0.137
H 1.62336 1.80849 -1.39032  0.358
H 2.56660 1.45577 0.02168  0.432
H 0.09330 3.23094 -0.12384  0.243
H 1.72635 3.64318 0.35734  0.481
H 0.73475 2.66044 1.42636  0.165
H -0.69423 -0.82544 -0.91771  0.331
H -0.31972 0.56851 -1.86139  0.354
H -1.71857 0.82753 0.86373  0.233
H -2.57220 0.55012 -0.64710  -0.483
H -1.64430 2.02197 -0.44181  0.376
C 1.89391 8.70854 3.88357  -1.318
C 1.18506 7.36497 3.95708  -0.486
N 2.05475 6.23611 3.68308  0.190
C 1.33167 4.98795 3.49575  -0.677
C 0.55679 4.42032 4.69008  -1.130
C 3.25525 6.14837 4.49916  -0.590
C 3.08557 6.06603 6.02088  -1.111
H 2.37696 8.84613 2.91413  0.346
H 1.17153 9.51583 4.01696  0.484
H 2.64676 8.81671 4.66667  0.137
H 0.38620 7.37546 3.21015  0.474
H 0.69224 7.28065 4.93791  0.263
H 2.02602 4.22453 3.13313  0.369
H 0.62275 5.13418 2.67384  0.385
H 1.22052 3.96548 5.42439  0.242
H -0.11936 3.63373 4.34602  0.423
H -0.05133 5.17580 5.18848  0.284
H 3.88256 7.01631 4.27555  0.310
H 3.85050 5.29513 4.16281  0.363
H 2.33878 6.76723 6.39656  0.240
H 4.03310 6.31028 6.50730  0.414
H 2.81376 5.06302 6.34653  0.353
C -0.73540 -7.43694 -5.68151  -1.580
C 0.22809 -8.57900 -5.38492  -0.495
N -0.17166 -9.85189 -5.95736  0.186
C 0.60435 -10.97559 -5.45234  -0.638
C 2.10172 -11.01786 -5.77297  -1.028
C -0.41596 -9.85414 -7.39122  -0.698
C 0.73052 -9.42774 -8.31534  -0.990
H -1.74779 -7.68005 -5.34980  0.263
H -0.41506 -6.53801 -5.15224  0.440
H -0.76784 -7.19046 -6.74373  0.425
H 0.27250 -8.68606 -4.29673  0.576
H 1.23532 -8.27847 -5.70906  0.293
H 0.14403 -11.90677 -5.79549  0.423
H 0.49265 -10.99262 -4.36276  0.274
H 2.28666 -11.30999 -6.80588  0.225
H 2.58906 -11.76414 -5.14171  0.425
H 2.59404 -10.06331 -5.58577  0.269
H -1.27174 -9.20306 -7.59144  0.368
H -0.76063 -10.84773 -7.69035  0.373
H 1.25348 -8.54238 -7.95115  0.259
H 0.33198 -9.18513 -9.30311  0.371
H 1.45753 -10.22585 -8.45660  0.282
C 5.95706 9.48179 5.62454  -1.090
C 6.49826 10.89418 5.44993  -0.428
N 6.49105 11.35467 4.07337  0.106
C 7.24283 12.58390 3.87567  -0.708
C 6.73700 13.85606 4.56466  -0.962
C 5.20940 11.28794 3.39089  -0.684
C 4.03077 12.05838 3.99765  -0.976
H 6.50277 8.77178 5.00046  0.336
H 6.06840 9.17110 6.66485  0.493
H 4.89517 9.41628 5.37991  -0.041
H 7.53157 10.89343 5.80826  0.476
H 5.93884 11.56957 6.11540  0.240
H 7.33173 12.77609 2.80251  0.353
H 8.26865 12.40278 4.21367  0.422
H 5.86341 14.26901 4.06187  0.225
H 7.51359 14.62372 4.52971  0.394
H 6.49114 13.69083 5.61402  0.274
H 4.92077 10.23564 3.31259  0.345
H 5.34243 11.60554 2.35315  0.319
H 3.96733 11.94224 5.08075  0.225
H 3.09568 11.68186 3.57593  0.366
H 4.07623 13.12129 3.76477  0.348



Entry from OMol25: a structure of composition C35H85BrInO14S2 in a non-equilibrium geometry (ωB97M-V/def2-TZVPD).

## Properties
Total charge ... -1
DFT total energy ... -163223.0041 eV

Last column: Mulliken charge in e.
Element x y z (Å)
C -2.35292 -2.66330 -0.94239  -0.857
C -3.39329 -1.53345 -0.68699  -0.102
C -4.13280 -1.08224 -1.97053  -0.965
C -3.19393 -0.80087 -3.16549  -0.248
C -2.51367 0.58705 -3.04965  -1.251
C -1.19475 0.56905 -2.22266  1.226
C 0.10637 0.49306 -3.04736  -0.227
C 0.80123 -0.90580 -2.99304  -1.035
In 2.00722 -1.23201 -1.14494  0.687
C 4.17494 -1.68033 -1.68648  -0.666
C 4.80898 -0.60542 -2.49750  0.497
O 5.68605 -0.80281 -3.21915  -0.571
Br 4.15361 1.25719 -2.38971  -0.241
S 1.13533 -3.19742 0.18008  -0.314
C 0.11173 -2.50453 1.51209  0.191
C 0.89256 -1.82600 2.65581  0.185
O 1.98910 -2.11136 2.88466  -0.509
O 0.18870 -0.90795 3.39066  -0.234
C 0.30549 0.43226 2.84728  -0.446
C -0.66689 1.26947 3.69147  1.132
C -0.36088 1.00346 5.18462  -1.678
O -0.55962 2.69422 3.52335  -0.428
C 0.17719 3.10639 2.45004  0.515
O 1.30033 3.34928 2.52148  -0.443
C -0.54357 3.32586 1.08902  -0.513
S 0.56780 3.01303 -0.30469  0.287
H -1.32207 -2.30334 -0.98595  -0.109
H -2.44426 -3.45145 -0.19008  0.314
H -2.54636 -3.08661 -1.93694  0.445
H -4.14648 -1.93068 0.00498  0.514
H -2.87773 -0.68886 -0.21666  0.123
H -4.63549 -0.13263 -1.74014  0.356
H -4.92639 -1.77764 -2.26094  0.238
H -2.45320 -1.58426 -3.35493  0.140
H -3.82242 -0.75026 -4.06664  0.288
H -3.20337 1.33877 -2.64684  0.471
H -2.25019 0.90523 -4.06918  0.387
H -1.16413 1.51529 -1.66190  -0.475
H -1.23883 -0.25731 -1.50631  -0.503
H -0.09889 0.70976 -4.10688  0.364
H 0.85351 1.21939 -2.69919  0.021
H 1.49423 -0.92925 -3.85181  0.382
H 0.08500 -1.72876 -3.13482  0.238
H 2.04943 0.14898 -0.02535  -0.415
H 4.16830 -2.64543 -2.19349  0.014
H 4.67846 -1.79032 -0.71981  0.415
H -0.42799 -3.34840 1.96518  0.252
H -0.65594 -1.79743 1.16692  -0.267
H 0.02517 0.36215 1.78587  0.102
H 1.35570 0.71641 2.97635  0.460
H -1.67603 0.87094 3.51599  -0.389
H -0.66199 0.00766 5.49911  0.344
H 0.69493 1.22403 5.37471  0.390
H -0.91800 1.77299 5.73284  0.440
H -0.76957 4.39889 1.05242  0.409
H -1.50312 2.80286 1.03472  0.330
H 0.47208 1.68041 -0.53051  -0.376
C -7.92371 -1.93187 -5.03965  -1.169
C -7.71929 -0.85198 -3.99192  0.058
O -6.34132 -0.49615 -3.89912  -0.400
H -7.33570 -2.81778 -4.79372  0.292
H -8.97598 -2.21549 -5.10968  0.361
H -7.58882 -1.58646 -6.02140  0.332
H -8.03424 -1.20660 -3.01330  0.086
H -8.29929 0.03996 -4.23605  0.229
H -6.06361 -0.17135 -4.76317  0.220
C 4.52274 -4.19041 -4.74509  -0.934
C 4.69285 -3.48612 -6.07807  -0.225
O 4.45056 -2.09050 -5.95008  -0.426
H 3.51492 -4.03284 -4.35718  0.213
H 4.69868 -5.26415 -4.84309  0.392
H 5.21883 -3.78772 -4.00620  0.241
H 3.98296 -3.87519 -6.80904  0.292
H 5.70679 -3.63672 -6.46707  0.261
H 5.08414 -1.74107 -5.31132  0.216
C 5.34581 -0.39337 4.26252  -0.473
C 5.81738 -1.39692 5.29531  -0.269
O 4.81384 -1.61563 6.28432  -0.543
H 5.09667 0.55651 4.73932  0.264
H 6.11428 -0.21688 3.50668  0.157
H 4.44107 -0.74968 3.76419  0.049
H 6.70866 -1.03002 5.80690  0.285
H 6.06006 -2.35519 4.82314  0.239
H 4.03031 -1.94920 5.83041  0.307
C 9.52527 -0.20301 2.83122  -1.049
C 9.00400 -1.62677 2.90588  -0.055
O 8.41989 -2.00632 1.66527  -0.490
H 8.71656 0.48493 2.58078  0.270
H 9.96745 0.10401 3.78146  0.326
H 10.28147 -0.10926 2.04754  0.374
H 8.23566 -1.71128 3.67340  0.018
H 9.81175 -2.32663 3.14839  0.313
H 9.10019 -1.94021 0.98615  0.293
C 2.44483 7.81918 -1.20913  -1.086
C 1.33777 7.17117 -0.39703  -0.272
O 1.04819 5.86634 -0.88185  -0.450
H 2.15968 7.87973 -2.26050  0.262
H 2.66227 8.82561 -0.84442  0.347
H 3.35946 7.22399 -1.15731  0.335
H 0.42058 7.75655 -0.46750  0.301
H 1.62412 7.10247 0.65864  0.252
H 1.85300 5.33837 -0.81117  0.273
C 2.35967 -0.73626 -9.03115  -0.741
C 2.01031 0.60051 -8.40383  -0.234
O 0.87550 0.48412 -7.55267  -0.490
H 1.51569 -1.11956 -9.60819  0.279
H 3.22517 -0.64504 -9.69091  0.322
H 2.58532 -1.47530 -8.25899  0.061
H 1.76578 1.33200 -9.17461  0.287
H 2.85257 0.98358 -7.81860  0.248
H 1.09234 -0.15267 -6.86064  0.265
C 1.71933 -0.00251 9.72304  -1.102
C 1.30740 1.08843 8.75235  -0.173
O 0.01390 0.82923 8.21373  -0.423
H 1.72372 -0.97268 9.22488  0.288
H 2.71432 0.18886 10.12871  0.324
H 1.01026 -0.06892 10.55310  0.357
H 2.00396 1.13771 7.91644  0.255
H 1.29537 2.06417 9.25041  0.266
H -0.60833 0.79485 8.94873  0.243
C -4.00326 0.28244 5.28388  -0.741
C -4.54968 -0.01950 3.89950  -0.462
O -3.55242 -0.61404 3.07776  -0.362
H -3.14451 0.95235 5.21728  0.069
H -4.76447 0.74816 5.91339  0.408
H -3.65944 -0.63328 5.77151  0.272
H -4.87213 0.89801 3.40795  0.294
H -5.40829 -0.69755 3.96313  0.322
H -3.27146 -1.43250 3.50333  0.238
C -11.40092 0.26700 -0.40428  -1.114
C -10.04188 -0.05376 -0.99892  -0.192
O -9.95534 0.39963 -2.34715  -0.467
H -12.19346 -0.19797 -0.99267  0.292
H -11.47212 -0.08850 0.62527  0.336
H -11.58213 1.34478 -0.41456  0.329
H -9.87293 -1.13014 -1.00607  0.295
H -9.24437 0.41674 -0.41514  0.275
H -10.09291 1.35360 -2.34420  0.263



Entry from OMol25: a structure of composition C35H85ClCrKN6O11 in a non-equilibrium geometry (ωB97M-V/def2-TZVPD).

## Properties
Total charge ... -1
Multiplicity ... 5
DFT total energy ... -126407.2576 eV
Expectation value of S² ... 6.011

Last column: Mulliken charge in e.
Element x y z (Å)
K 4.41084 1.33073 -0.09883  0.834
Cr 1.28483 0.64292 -1.57677  0.782
O 3.62416 4.02442 -1.34607  -0.437
C 2.48784 3.34918 -1.76964  0.195
O 2.04864 3.66253 -2.85829  -0.716
O 2.08393 2.50464 -0.93563  -0.165
H 3.69547 4.63291 -2.03126  0.244
Cl 4.89745 -0.31816 -2.72359  -0.685
O 2.31368 -0.30417 0.03243  -1.026
H 1.81066 -0.01640 0.80229  -0.089
O -0.25506 1.50559 -2.43376  -0.392
H -0.18584 2.46060 -2.37404  -0.087
C 1.98113 0.42992 -4.84585  -1.668
C 1.26941 -0.77780 -4.23772  0.861
C 1.72286 -2.02099 -5.01165  -0.972
O 1.04675 -3.11223 -4.41887  -0.068
C 1.46013 -4.36479 -4.88632  -0.802
N 1.62346 -0.88353 -2.84785  1.523
H 1.79456 1.29088 -4.13079  0.145
H 1.54673 0.62942 -5.86491  0.412
H 3.05141 0.20450 -4.83307  0.410
H 0.14885 -0.60622 -4.33830  -0.087
H 2.82425 -2.18549 -4.77703  0.293
H 1.64893 -2.00450 -6.10164  0.434
H 2.56156 -4.47979 -4.89961  0.393
H 1.02201 -4.53952 -5.90805  0.262
H 1.03366 -5.09049 -4.18798  0.200
H 1.28668 -1.77315 -2.41079  -0.773
H 2.67300 -0.93044 -2.86267  -0.245
C -0.60932 -3.48701 4.47061  -1.043
C 0.88081 -3.21945 4.80574  0.221
C 1.60198 -2.15260 3.89684  0.731
O 2.97164 -2.20304 4.03860  -0.458
C 3.66929 -1.81368 2.88424  0.104
N 0.86953 -2.87254 6.24023  -0.809
H -0.81726 -3.65246 3.42511  0.387
H -1.29052 -2.72106 4.89794  0.270
H -0.75380 -4.42557 5.03960  0.262
H 1.44236 -4.18338 4.71647  0.314
H 1.13878 -1.16039 4.14483  0.028
H 1.37665 -2.30868 2.81477  -0.531
H 3.27777 -2.34610 2.04063  -0.212
H 4.75028 -1.95121 3.04235  0.286
H 3.47601 -0.75958 2.62198  0.073
H 1.78270 -2.69365 6.60810  0.296
H 0.48203 -1.92770 6.29398  0.285
C 2.16771 3.30106 4.28776  -1.621
C 1.98524 3.56049 2.76894  1.267
C 3.06550 4.42218 2.20253  -0.867
O 3.03179 5.77151 2.74909  -0.392
C 4.01658 6.57027 2.24302  -0.649
N 1.96450 2.27391 2.01557  0.105
H 1.47737 2.50175 4.55164  0.394
H 1.80270 4.12711 4.85845  0.430
H 3.15370 3.01982 4.64877  0.298
H 1.05226 4.16069 2.60977  -0.346
H 2.87715 4.47537 1.14043  0.418
H 3.98462 3.90152 2.34793  0.337
H 3.76673 7.58877 2.43630  0.262
H 4.05222 6.35973 1.13997  0.234
H 4.98576 6.34648 2.66759  0.266
H 1.97939 2.49035 1.01684  -0.242
H 1.07919 1.78115 2.12055  0.106
C -2.54126 2.96288 -3.93926  -0.738
C -3.65492 1.97711 -4.21993  0.582
C -3.44393 1.08990 -5.49013  -0.390
O -4.40968 0.07186 -5.52919  -0.357
C -5.63367 0.54657 -6.16077  -0.619
N -3.88997 1.22440 -2.98412  -0.605
H -2.48022 3.75303 -4.67177  0.483
H -1.54892 2.40450 -3.87012  -0.242
H -2.72547 3.46241 -2.97191  0.182
H -4.62761 2.54750 -4.35732  0.013
H -2.47857 0.60340 -5.43337  0.089
H -3.42786 1.65019 -6.42197  0.350
H -5.39246 0.78419 -7.27024  0.236
H -5.94730 1.44780 -5.63970  0.294
H -6.34461 -0.27979 -5.88994  0.242
H -4.37980 0.39710 -3.19637  0.286
H -3.01093 0.87630 -2.64304  0.174
C 2.97565 -5.09723 1.07310  -1.692
C 2.76490 -4.55326 -0.34992  1.435
C 2.65696 -5.78836 -1.29328  -0.970
C 1.35376 -6.54123 -1.07783  -0.684
C 0.21951 -5.53824 -1.45957  -1.818
C 0.15293 -4.40806 -0.43410  2.393
N 1.52081 -3.76419 -0.52996  0.735
O 1.50942 -2.71994 0.40871  0.361
C -0.86894 -3.40931 -0.99624  -2.149
C -0.25542 -4.90564 0.90562  -1.475
C 3.82869 -3.62634 -0.80745  -1.203
H 3.91626 -5.64740 1.03397  0.505
H 2.16443 -5.75030 1.34415  0.426
H 3.01663 -4.40011 1.96958  0.006
H 2.64422 -5.34984 -2.30713  0.067
H 3.49139 -6.46245 -1.09052  0.510
H 1.13749 -6.95471 -0.08135  0.431
H 1.23720 -7.50311 -1.63210  0.393
H -0.74755 -6.05562 -1.59056  0.447
H 0.35379 -5.01846 -2.39512  0.176
H -0.56650 -2.88604 -1.95110  0.140
H -1.83545 -3.86414 -1.09215  0.564
H -0.94396 -2.62273 -0.25754  0.439
H 0.30312 -5.82609 1.30902  0.151
H -0.05904 -4.19583 1.71796  -0.375
H -1.35902 -5.09766 0.92581  0.551
H 4.82002 -4.11444 -0.95494  0.400
H 4.15752 -2.76787 -0.11472  -0.057
H 3.59144 -3.25564 -1.81571  0.151
H 1.81797 -1.82780 -0.03248  0.155
C -2.45572 4.49540 1.17259  -1.043
C -3.36847 4.38528 2.39574  2.011
C -4.84422 4.46808 1.89862  -1.581
C -5.21578 3.20172 1.18115  -0.051
C -4.96489 1.95475 2.03687  -1.525
C -3.44846 1.81347 2.52787  2.314
N -3.23401 3.14441 3.26252  -0.284
O -1.78053 3.08191 3.73946  -0.235
C -3.32472 0.69783 3.53779  -2.421
C -2.51141 1.39381 1.35880  -1.304
C -3.03221 5.52439 3.33181  -2.071
H -2.78462 3.89098 0.30182  0.059
H -1.44052 4.40594 1.37005  -0.075
H -2.60765 5.50120 0.79937  0.504
H -5.43905 4.64474 2.76581  0.410
H -4.93943 5.37204 1.33696  0.465
H -4.58171 3.14725 0.24310  -0.012
H -6.24148 3.13560 0.84415  0.425
H -5.20749 1.04329 1.50466  0.468
H -5.72421 1.89739 2.85445  0.336
H -2.32364 0.34337 3.65350  0.614
H -3.54084 1.10569 4.50257  0.478
H -3.98328 -0.17212 3.26408  0.374
H -2.83584 1.80794 0.38363  -0.031
H -1.45343 1.66050 1.49626  -0.114
H -2.47511 0.32894 1.31947  0.755
H -2.01214 5.80501 3.33640  0.318
H -3.37785 5.17315 4.25597  0.573
H -3.61319 6.41544 3.06187  0.420
H -1.90237 2.73070 4.61674  0.252